A molecular structure, C22H29N3O4PPdS. Source: the Open Molecules 2025 dataset; level of theory: ωB97M-V/def2-TZVPD.

The geometry in XYZ format:
```
61
Properties=species:S:1:pos:R:3:forces:R:3:mulliken_charge:R:1
Pd -0.82339 0.18027 0.46731 2.52 1.12 -0.49 0.16
O 3.31421 0.33857 -0.39439 0.22 -0.36 -0.02 -0.65
C 2.24751 0.56707 0.12651 0.78 2.19 -0.04 0.27
O 1.31471 -0.25063 0.36591 -2.22 -1.13 0.02 -0.60
C 1.93971 2.04237 0.58571 -0.20 -0.72 -0.09 -0.95
P 0.19771 2.33427 0.10711 0.31 -0.64 -0.65 1.32
C -0.08759 4.11677 0.29181 -0.55 -0.48 0.34 0.71
C 0.26611 4.77337 1.46841 0.04 -0.07 0.02 -0.40
C 0.01291 6.12697 1.59981 0.05 0.07 0.09 -0.72
C -0.60719 6.82277 0.57191 0.01 -0.04 -0.02 -0.45
C -0.97229 6.16607 -0.59249 -0.01 0.11 0.01 -0.73
C -0.72549 4.81407 -0.72979 0.02 -0.14 -0.04 -0.44
C 0.18731 2.05107 -1.69839 -0.40 -0.17 0.31 0.24
C -0.98109 1.52897 -2.26629 -0.19 0.28 0.14 0.01
C -1.04369 1.31467 -3.63309 -0.03 -0.05 -0.01 -0.83
C 0.05681 1.59217 -4.43089 0.00 -0.01 0.05 -0.57
C 1.22441 2.07287 -3.86239 0.05 0.04 -0.01 -0.78
C 1.29321 2.30867 -2.50099 -0.02 0.04 0.16 -0.09
H 2.64151 2.74257 0.12731 -0.23 0.03 0.07 0.39
H 2.05001 2.08657 1.67361 -0.06 0.03 -0.08 0.56
H 0.74091 4.23267 2.27651 0.03 -0.01 0.04 0.35
H 0.29681 6.64437 2.50601 0.01 -0.02 0.02 0.40
H -0.80999 7.87727 0.67851 0.00 0.10 0.03 0.40
H -1.45209 6.70457 -1.39549 -0.04 0.05 -0.05 0.42
H -1.01479 4.29847 -1.63209 -0.04 0.00 -0.12 0.39
H -1.86019 1.33817 -1.63499 0.40 0.03 -0.37 0.30
H -1.94749 0.92397 -4.07539 -0.09 -0.01 -0.03 0.46
H 0.01081 1.43807 -5.49779 -0.04 -0.08 -0.09 0.41
H 2.09131 2.26707 -4.47509 0.05 0.03 -0.08 0.44
H 2.20891 2.68717 -2.07379 0.09 0.02 0.04 0.36
C -3.08599 -3.60883 1.60231 -0.01 -0.17 0.25 -0.97
N -3.27009 -2.23563 1.19061 0.40 0.37 0.02 0.04
C -2.71459 -1.16653 1.77391 -1.12 -0.93 0.95 0.11
S -3.04659 0.37997 1.10351 0.26 0.61 -0.58 -0.46
N -2.07659 -1.30093 2.94481 -0.15 -0.27 -0.65 0.01
C -1.28239 -0.23303 3.51591 0.49 0.49 0.10 -0.95
H -3.48139 -4.25913 0.82711 -0.03 0.01 0.03 0.35
H -3.61809 -3.81263 2.53381 0.00 -0.05 0.00 0.35
H -2.02659 -3.84103 1.73641 -0.03 0.02 -0.01 0.25
H -3.77849 -2.06403 0.33511 0.15 0.18 0.11 0.27
H -1.84779 -2.23603 3.25451 -0.09 0.07 -0.11 0.30
H -0.36119 -0.04903 2.91451 -0.58 -0.12 0.45 0.29
H -0.99739 -0.51193 4.52691 -0.02 -0.07 0.01 0.38
H -1.88389 0.67897 3.56011 0.20 -0.14 -0.04 0.36
O -0.86219 -1.88173 -0.79689 -0.15 0.50 0.27 -0.61
C -0.17599 -2.58833 -0.09099 -0.02 -0.54 0.35 0.18
O -0.07769 -2.34153 1.21321 0.16 -0.01 -0.07 -0.05
C 0.55161 -3.83033 -0.54399 0.01 0.12 -0.18 0.33
N 0.90411 -4.62183 0.64221 -0.08 -0.32 -0.03 -0.47
C 2.32141 -5.01443 0.53551 0.55 -0.02 -0.07 -0.70
C 2.71271 -4.74533 -0.91869 -0.13 0.05 0.18 -0.68
C 1.89281 -3.49773 -1.23419 -0.02 -0.10 0.07 -0.56
H -0.09669 -4.36643 -1.24629 0.01 0.07 0.13 0.40
H 0.31351 -5.44103 0.72281 0.04 0.12 -0.01 0.27
H 0.54451 -3.02073 1.58211 -0.27 -0.17 -0.23 0.38
H 2.47361 -6.05363 0.82691 -0.09 0.06 0.07 0.37
H 2.91081 -4.38123 1.20781 0.02 -0.14 -0.09 0.25
H 2.39371 -5.57193 -1.55819 0.08 -0.03 0.02 0.30
H 3.78231 -4.59143 -1.03769 0.02 -0.02 -0.06 0.40
H 1.75991 -3.31473 -2.29639 -0.02 0.07 -0.02 0.46
H 2.35291 -2.61933 -0.77989 -0.04 0.12 -0.01 0.05
```
Positions in Å, forces in eV/Å.

Summary:
F_max	2.80	eV Å⁻¹
net charge	+1
DFT total energy	-2188.22070	Eh